<a>
Formula: C21H23FN2O4
Source: OMol25
Level of theory: ωB97M-V/def2-TZVPD

```
! RIJCOSX wB97M-V def2-TZVPD def2/J DEFGRID3
* xyz 0 1
C 4.08 4.37 1.82
O 4.33 3.39 0.84
C 3.50 2.30 0.79
C 2.44 2.06 1.65
C 1.68 0.92 1.50
C 1.94 0.01 0.49
N 1.19 -1.15 0.26
C -0.02 -1.47 0.77
O -0.60 -0.85 1.63
C -0.58 -2.79 0.20
C -0.57 -2.87 -1.33
C -1.98 -2.50 -1.75
O -2.34 -2.24 -2.88
N -2.76 -2.51 -0.66
C -4.14 -2.08 -0.65
C -4.27 -0.62 -1.13
C -3.35 0.30 -0.38
C -2.15 0.71 -0.94
C -1.30 1.56 -0.27
C -1.66 2.00 0.99
F -0.85 2.85 1.66
C -2.84 1.60 1.59
C -3.68 0.75 0.89
C -2.07 -2.89 0.55
C 3.03 0.25 -0.38
O 3.23 -0.71 -1.34
C 4.30 -0.53 -2.24
C 3.80 1.38 -0.22
H 4.83 5.14 1.66
H 4.19 3.96 2.83
H 3.08 4.80 1.71
H 2.19 2.75 2.44
H 0.85 0.74 2.16
H 1.60 -1.74 -0.44
H -0.01 -3.60 0.65
H 0.14 -2.20 -1.82
H -0.36 -3.89 -1.68
H -4.73 -2.72 -1.31
H -4.51 -2.17 0.37
H -4.03 -0.59 -2.19
H -5.31 -0.31 -1.00
H -1.88 0.36 -1.93
H -0.36 1.88 -0.69
H -3.09 1.95 2.58
H -4.61 0.43 1.35
H -2.31 -2.20 1.37
H -2.35 -3.91 0.85
H 5.26 -0.50 -1.72
H 4.18 0.39 -2.83
H 4.27 -1.39 -2.91
H 4.63 1.60 -0.86
*
```

E_LUMO = 0.651 eV
Orbital gap = 8.52 eV
SMILES = COc1ccc(NC(=O)[C@@H]2CC(=O)N(CCc3ccc(F)cc3)C2)c(OC)c1
HOMO = -7.87 eV

***

<b>
Formula: C21H23FN2O4
Source: OMol25
Level of theory: ωB97M-V/def2-TZVPD

```
! RIJCOSX wB97M-V def2-TZVPD def2/J DEFGRID3
* xyz 0 1
C 1.14 1.67 0.53
C 0.23 0.49 0.35
C -0.83 0.56 -0.53
C -1.68 -0.53 -0.73
N -2.73 -0.37 -1.64
C -3.71 -1.25 -1.97
O -3.81 -2.37 -1.51
C -4.69 -0.76 -3.00
C -5.36 -1.75 -3.73
C -6.30 -1.42 -4.68
C -6.61 -0.10 -4.93
C -5.97 0.90 -4.21
C -5.03 0.56 -3.26
F -4.44 1.58 -2.58
C -1.45 -1.71 -0.03
C -0.39 -1.80 0.86
C -0.16 -3.08 1.61
C 0.45 -0.70 1.04
O 1.49 -0.79 1.97
C 2.68 -1.38 1.46
C 3.69 -0.34 0.96
O 4.05 -0.33 -0.21
N 4.17 0.52 1.87
C 3.79 0.55 3.27
C 3.98 1.98 3.81
O 3.62 2.93 2.84
C 4.50 2.94 1.74
C 5.11 1.55 1.47
H 2.04 1.53 -0.07
H 0.65 2.58 0.22
H 1.45 1.77 1.57
H -1.01 1.48 -1.06
H -2.74 0.54 -2.07
H -5.11 -2.78 -3.51
H -6.79 -2.21 -5.23
H -7.34 0.17 -5.67
H -6.20 1.94 -4.37
H -2.11 -2.55 -0.17
H 0.48 -3.75 1.04
H -1.10 -3.59 1.79
H 0.32 -2.88 2.57
H 2.47 -2.06 0.63
H 3.13 -1.95 2.29
H 4.40 -0.15 3.85
H 2.74 0.27 3.36
H 3.33 2.15 4.66
H 5.02 2.14 4.13
H 3.91 3.27 0.88
H 5.31 3.66 1.91
H 6.04 1.42 2.04
H 5.32 1.41 0.41
*
```

E_LUMO = 0.510 eV
Orbital gap = 8.70 eV
SMILES = Cc1cc(NC(=O)c2ccccc2F)cc(C)c1OCC(=O)N1CCOCC1
HOMO = -8.19 eV

***

Relative energy of each structure, in kcal/mol: <a> 0.0; <b> 12.2.

***

<a>
Formula: CH2ClI3Si
Source: OMol25
Level of theory: ωB97M-V/def2-TZVPD

```
! RIJCOSX wB97M-V def2-TZVPD def2/J DEFGRID3
* xyz 0 1
C 0.46 -0.27 0.85
Si -0.77 1.00 -0.02
Cl 2.01 -0.13 -0.07
I -2.02 0.41 -1.98
I -0.76 -3.24 -1.41
I 0.17 3.20 -0.25
H 0.16 -1.25 0.97
H 0.74 0.29 1.90
*
```

E_LUMO (alpha / beta) = -1.395 / -3.253 eV
Orbital gap (alpha / beta) = 8.49 / 4.38 eV
HOMO (alpha / beta) = -9.88 / -7.63 eV

***

<b>
Formula: CH2ClI3Si
Source: OMol25
Level of theory: ωB97M-V/def2-TZVPD

```
! RIJCOSX wB97M-V def2-TZVPD def2/J DEFGRID3
* xyz 0 1
C -0.43 -0.22 -0.46
Si -2.22 0.19 -0.07
Cl 0.16 1.21 -1.58
I -3.34 1.62 -1.66
I -3.69 -2.81 -0.08
I -2.28 1.24 2.16
H -0.01 -1.14 -0.83
H 0.27 0.02 0.35
*
```

E_LUMO = -2.410 eV
Orbital gap = 6.69 eV
HOMO = -9.10 eV

***

<c>
Formula: CH2ClI3Si
Source: OMol25
Level of theory: ωB97M-V/def2-TZVPD

```
! RIJCOSX wB97M-V def2-TZVPD def2/J DEFGRID3
* xyz 0 1
C 1.06 -0.33 -0.24
Si -0.63 0.60 0.24
Cl 1.73 0.68 -1.56
I -1.89 2.07 -1.34
I -1.93 -2.50 0.59
I -1.04 1.07 2.67
H 0.90 -1.18 -0.88
H 1.80 -0.42 0.52
*
```

E_LUMO = -2.122 eV
Orbital gap = 6.47 eV
HOMO = -8.59 eV

***

Relative energy of each structure, in kcal/mol: <a> 32.1; <b> 0.0; <c> 7.3.

***

<a>
Formula: CH5IP2
Source: OMol25
Level of theory: ωB97M-V/def2-TZVPD

```
! RIJCOSX wB97M-V def2-TZVPD def2/J DEFGRID3
* xyz 0 1
C -0.20 -0.03 0.59
P 0.87 1.46 -0.10
P 0.97 -1.26 -0.10
I -2.13 0.03 -0.06
H -0.11 0.05 1.90
H 0.28 1.37 -1.52
H -0.12 2.37 0.19
H 0.15 -2.46 0.33
H 0.30 -1.54 -1.24
*
```

E_LUMO = 0.160 eV
Orbital gap = 9.17 eV
HOMO = -9.01 eV

***

<b>
Formula: CH5IP2
Source: OMol25
Level of theory: ωB97M-V/def2-TZVPD

```
! RIJCOSX wB97M-V def2-TZVPD def2/J DEFGRID3
* xyz 0 1
P -0.73 1.28 0.64
C -0.27 -0.58 0.82
P 0.92 -0.92 -0.32
I 2.80 0.44 -1.03
H 0.60 1.56 0.66
H -0.87 1.54 -0.66
H -0.21 -0.76 1.94
H 1.45 -2.21 -0.35
H 0.10 -0.67 -1.48
*
```

E_LUMO = -0.036 eV
Orbital gap = 8.25 eV
SMILES = PC=[PH2]I
HOMO = -8.29 eV

***

Relative energy of each structure, in kcal/mol: <a> 0.0; <b> 1.6.

***

<a>
Formula: C3H4BrNO
Source: OMol25
Level of theory: ωB97M-V/def2-TZVPD

```
! RIJCOSX wB97M-V def2-TZVPD def2/J DEFGRID3
* xyz 0 1
C -1.32 -1.90 -0.11
C 0.66 -0.14 -0.48
C -1.35 -0.73 0.72
N -1.36 -2.84 -0.75
O -0.12 -0.18 0.82
Br -2.71 0.52 0.07
H 0.18 -0.64 -1.35
H 1.60 -0.61 -0.34
H 0.97 0.92 -0.82
H -1.88 -1.11 2.00
*
```

E_LUMO = 0.352 eV
Orbital gap = 11.01 eV
HOMO = -10.66 eV

***

<b>
Formula: C3H4BrNO
Source: OMol25
Level of theory: ωB97M-V/def2-TZVPD

```
! RIJCOSX wB97M-V def2-TZVPD def2/J DEFGRID3
* xyz 0 1
C -0.83 1.26 -0.05
C -1.53 0.17 -0.02
C 1.09 -1.18 -0.25
N 1.37 -0.02 0.29
O 0.70 1.09 -0.09
Br -3.25 -0.42 0.07
H -0.96 2.40 0.01
H 0.95 -2.15 0.20
H 0.66 -1.16 -1.30
H 1.79 0.03 1.15
*
```

E_LUMO (alpha / beta) = -0.264 / -0.749 eV
Orbital gap (alpha / beta) = 7.34 / 6.32 eV
HOMO (alpha / beta) = -7.61 / -7.07 eV

***

Relative energy of each structure, in kcal/mol: <a> 0.0; <b> 97.7.

***

<a>
Formula: C4H7ClFN
Source: OMol25
Level of theory: ωB97M-V/def2-TZVPD

```
! RIJCOSX wB97M-V def2-TZVPD def2/J DEFGRID3
* xyz 0 1
C -1.14 0.78 0.00
C -1.10 0.04 1.34
C -0.67 -0.60 -0.01
C 0.65 -1.07 -0.44
H -1.18 2.91 -1.51
H 0.79 1.92 -0.69
H -2.18 0.82 -0.65
H -0.58 0.41 2.28
H -2.19 -0.29 1.63
H 0.86 -1.95 0.21
H 0.57 -1.21 -1.54
N -0.46 2.13 -0.34
F -1.72 -1.33 -0.52
Cl 2.13 -0.02 0.12
*
```

E_LUMO = 0.037 eV
Orbital gap = 9.10 eV
HOMO = -9.06 eV

***

<b>
Formula: C4H7ClFN
Source: OMol25
Level of theory: ωB97M-V/def2-TZVPD

```
! RIJCOSX wB97M-V def2-TZVPD def2/J DEFGRID3
* xyz 0 1
N -1.00 1.74 0.15
C 0.12 1.07 -0.51
C 0.42 -0.34 -0.06
C 1.63 -0.87 0.05
Cl 3.11 -0.02 -0.24
C -0.78 -1.19 0.27
F -1.73 -1.07 -0.73
H -1.86 1.23 -0.03
H -0.88 1.76 1.14
H -0.09 1.06 -1.58
H 1.02 1.70 -0.36
H 1.79 -1.95 0.31
H -1.25 -0.84 1.21
H -0.49 -2.28 0.39
*
```

E_LUMO = 0.862 eV
Orbital gap = 10.38 eV
SMILES = NC/C(=C\Cl)CF
HOMO = -9.52 eV

***

Relative energy of each structure, in kcal/mol: <a> 129.3; <b> 0.0.

***

<a>
Formula: C3H8O3
Source: OMol25
Level of theory: ωB97M-V/def2-TZVPD

```
! RIJCOSX wB97M-V def2-TZVPD def2/J DEFGRID3
* xyz 0 1
C 0.00 0.00 0.00
C -0.43 1.07 1.03
C -1.40 0.47 2.07
O -1.85 -0.67 1.97
O -1.52 1.26 3.18
H 0.67 0.34 -0.81
H -0.90 -0.45 -0.45
H 0.52 -0.77 0.59
H 0.41 1.51 1.61
H -1.06 1.90 0.66
H -1.15 2.18 3.18
O -3.29 -2.27 -0.02
H -3.68 -1.47 -0.43
H -2.60 -1.93 0.59
*
```

E_LUMO = 0.288 eV
Orbital gap = 11.03 eV
SMILES = CCC(=O)O.O
HOMO = -10.74 eV

***

<b>
Formula: C3H8O3
Source: OMol25
Level of theory: ωB97M-V/def2-TZVPD

```
! RIJCOSX wB97M-V def2-TZVPD def2/J DEFGRID3
* xyz 0 1
O -3.57 -0.36 -0.96
C -2.92 0.62 -1.03
O -2.38 1.17 -2.18
H -2.64 1.19 -0.13
H -3.09 1.65 -2.61
C 2.84 -1.66 1.67
C 2.94 -0.15 1.72
O 2.28 0.49 0.62
H 3.40 -2.12 2.48
H 3.26 -2.08 0.77
H 1.83 -2.03 1.86
H 2.48 0.23 2.62
H 4.00 0.15 1.70
H 2.43 -0.03 -0.17
*
```

E_LUMO = 0.747 eV
Orbital gap = 11.07 eV
SMILES = O=CO.CCO
HOMO = -10.32 eV

***

Relative energy of each structure, in kcal/mol: <a> 0.0; <b> 20.7.

***

<a>
Formula: C4H9NO
Source: OMol25
Level of theory: ωB97M-V/def2-TZVPD

```
! RIJCOSX wB97M-V def2-TZVPD def2/J DEFGRID3
* xyz -1 2
O 1.74 -1.43 -1.49
C 1.85 -0.32 -0.91
C 0.65 0.24 0.00
C -0.47 -0.79 -0.04
C -1.63 -0.38 0.91
N 0.31 1.58 -0.42
H 2.63 0.45 -1.08
H 1.21 0.13 0.94
H -0.10 -1.74 0.34
H -0.86 -0.99 -1.04
H -1.15 -0.28 1.90
H -1.96 0.65 0.77
H -2.31 -1.23 0.90
H -0.52 1.79 -0.97
H 0.59 2.31 0.20
*
```

E_LUMO (alpha / beta) = 4.375 / 4.109 eV
Orbital gap (alpha / beta) = 3.31 / 6.95 eV
HOMO (alpha / beta) = 1.07 / -2.84 eV
Expectation value of S² = 0.75

***

<b>
Formula: C4H9NO
Source: OMol25
Level of theory: ωB97M-V/def2-TZVPD

```
! RIJCOSX wB97M-V def2-TZVPD def2/J DEFGRID3
* xyz -1 2
C 0.15 -0.35 1.44
C -1.80 -0.96 2.61
N -1.19 -0.05 1.82
H 0.81 0.50 1.65
H 0.26 -0.56 0.36
H 0.64 -1.23 1.91
H -2.59 -0.67 3.29
H -1.56 -2.03 2.49
C 0.48 1.73 -1.90
C 1.02 0.57 -2.23
O 0.30 -0.43 -2.83
H 1.12 2.49 -1.49
H -0.52 1.93 -2.25
H 2.05 0.29 -2.04
H 0.83 -1.24 -2.82
*
```

E_LUMO (alpha / beta) = 3.217 / 3.145 eV
Orbital gap (alpha / beta) = 2.36 / 5.56 eV
HOMO (alpha / beta) = 0.86 / -2.41 eV
Expectation value of S² = 0.75

***

<c>
Formula: C4H9NO
Source: OMol25
Level of theory: ωB97M-V/def2-TZVPD

```
! RIJCOSX wB97M-V def2-TZVPD def2/J DEFGRID3
* xyz -1 2
C 1.69 2.60 0.10
C 1.30 1.42 -0.65
N 1.53 1.29 -2.02
H 2.73 2.78 0.36
H 0.97 3.07 0.76
H 0.82 0.58 -0.15
H 1.85 2.15 -2.45
H 0.84 0.71 -2.50
C -1.93 -2.60 0.11
C -1.38 -2.29 1.29
O -0.97 -0.97 1.44
H -2.51 -3.49 -0.11
H -1.97 -1.86 -0.67
H -1.57 -2.74 2.26
H -1.40 -0.65 2.23
*
```

E_LUMO (alpha / beta) = 3.146 / 3.121 eV
Orbital gap (alpha / beta) = 2.40 / 3.82 eV
HOMO (alpha / beta) = 0.74 / -0.70 eV
Expectation value of S² = 0.76

***

<d>
Formula: C4H9NO
Source: OMol25
Level of theory: ωB97M-V/def2-TZVPD

```
! RIJCOSX wB97M-V def2-TZVPD def2/J DEFGRID3
* xyz -1 2
C -0.92 0.84 1.36
C -0.49 -0.54 1.51
C -0.21 -1.48 0.39
C 0.68 -1.05 -0.59
N 1.23 -2.06 -1.46
O 1.02 0.15 -0.77
H -1.12 1.44 2.27
H -1.33 1.56 0.65
H 0.23 0.59 1.15
H -0.74 -1.14 2.39
H -0.45 4.24 -1.48
H 0.21 4.31 -1.78
H -0.58 -2.50 0.46
H 0.61 -2.69 -1.95
H 1.87 -1.68 -2.15
*
```

E_LUMO (alpha / beta) = 4.649 / 4.546 eV
Orbital gap (alpha / beta) = 5.12 / 6.78 eV
HOMO (alpha / beta) = -0.47 / -2.23 eV
Expectation value of S² = 0.76

***

Relative energy of each structure, in kcal/mol: <a> 0.0; <b> 31.4; <c> 61.2; <d> 48.7.

***

<a>
Formula: C2H5NO4
Source: OMol25
Level of theory: ωB97M-V/def2-TZVPD

```
! RIJCOSX wB97M-V def2-TZVPD def2/J DEFGRID3
* xyz 0 1
O 3.31 -0.45 -0.36
C 2.27 -0.04 0.22
N 0.95 -0.23 -0.51
C -0.29 -0.02 0.12
O -0.34 0.23 1.31
O -1.22 -0.14 -0.71
H 2.23 1.01 0.53
H 0.88 -1.02 -1.16
H 2.01 -0.64 1.13
H -3.98 1.39 0.10
H -2.97 0.35 -0.35
O -3.87 0.47 -0.04
*
```

E_LUMO = -5.512 eV
Orbital gap = 4.92 eV
HOMO = -10.43 eV

***

<b>
Formula: C2H5NO4
Source: OMol25
Level of theory: ωB97M-V/def2-TZVPD

```
! RIJCOSX wB97M-V def2-TZVPD def2/J DEFGRID3
* xyz 0 1
O 1.71 0.56 -1.20
C 1.48 0.02 -0.15
O 2.44 -0.40 0.70
N 0.25 -0.30 0.32
C -0.96 0.17 -0.29
O -1.60 0.99 0.64
O -1.77 -0.87 -0.70
H 3.31 -0.20 0.32
H 0.19 -0.63 1.27
H -0.67 0.70 -1.21
H -2.37 1.39 0.23
H -2.01 -1.42 0.07
*
```

E_LUMO = 0.601 eV
Orbital gap = 11.06 eV
SMILES = O=C(O)NC(O)O
HOMO = -10.46 eV

***

Relative energy of each structure, in kcal/mol: <a> 150.5; <b> 0.0.